Here is a cluster of 2 separate species, CH2BrClFNO2S in total in a non-equilibrium geometry from the OMol25 dataset. Energies are from wB97M-V/def2-TZVPD.

```
10
Properties=species:S:1:pos:R:3:forces:R:3:lowdin_charge:R:1
C -1.031 -0.444 0.481 0.76 1.20 0.43 -0.815
N 1.205 0.748 -0.441 0.86 -1.41 -0.47 -0.090
O 0.218 -1.368 -1.675 0.11 1.71 -0.81 -0.263
O 1.197 -1.581 0.479 1.09 0.72 0.81 -0.255
F -0.693 -0.238 1.733 -0.89 -0.20 -0.43 0.004
S 0.594 -0.710 -0.471 -2.41 -2.51 -0.13 0.517
Cl -2.446 -1.280 0.190 0.42 0.39 0.10 0.847
Br -1.267 2.580 0.161 -0.16 -1.26 -0.03 -0.054
H 1.454 0.808 0.543 0.22 1.39 -0.17 0.090
H 0.768 1.485 -1.000 0.00 -0.02 0.70 0.019
```
Positions in Å, forces in eV/Å.

Values from the calculation:
HOMO-LUMO gap (spin up / spin down) (eV): 7.6 / 6.2
LUMO level (spin up / spin down) (eV): -2.39 / -3.25
Electronic energy (hartree): -3776.66898
HOMO level (spin up / spin down) (Eh): -0.36753 / -0.34717
Charge: 0

***

Here is the molecule C3H4N6 in a non-equilibrium geometry from the OMol25 dataset. Energies are from wB97M-V/def2-TZVPD.

```
13
Properties=species:S:1:pos:R:3:forces:R:3:lowdin_charge:R:1
C 1.762 -2.048 1.230 -0.04 -0.09 -0.20 -0.350
C 1.807 -0.236 -0.282 0.31 -2.19 0.64 -0.388
C -1.011 1.026 -1.116 -2.39 3.34 0.40 -0.055
N 1.963 -2.813 2.066 0.33 -0.02 0.12 0.158
N 2.291 0.520 -0.975 0.98 2.46 -1.40 0.153
N -1.091 -0.040 1.048 -1.50 1.74 -0.84 -0.026
N -0.211 -0.798 1.198 -0.61 -1.22 2.55 0.162
N -1.589 0.828 0.192 -0.50 -0.67 0.98 -0.067
N 1.234 -1.270 0.287 -0.87 0.37 -0.53 -0.011
H -1.863 0.913 -1.827 0.90 0.49 0.14 0.102
H -0.647 2.084 -0.949 0.10 -1.07 -1.63 0.116
H -0.269 0.356 -1.356 1.67 -1.35 -0.28 0.021
H -2.375 1.479 0.484 1.61 -1.79 0.04 0.185
```
Positions in Å, forces in eV/Å.

Values from the calculation:
SMILES string: CN/N=N\N(C#N)C#N
HOMO-LUMO gap (spin up / spin down) (eV): 9.2 / 9.2
LUMO level (spin up / spin down) (eV): -0.27 / -0.27
Electronic energy (hartree): -445.04864
HOMO level (spin up / spin down) (Eh): -0.34923 / -0.34921
Charge: 0

***

Here is a cluster of 3 separate species, C20H46N3O3S in total from the OMol25 dataset. Energies are from wB97M-V/def2-TZVPD.

```
73
Properties=species:S:1:pos:R:3:forces:R:3:lowdin_charge:R:1
C -1.678 4.321 2.821 -0.12 -0.09 -0.02 -0.112
O -1.433 3.315 3.770 0.27 0.09 0.09 -0.184
C -1.139 2.045 3.221 -0.04 -0.13 -0.01 -0.236
C -2.357 1.130 3.228 0.00 0.01 -0.02 -0.159
C -2.242 -0.090 2.312 0.02 0.04 0.01 -0.188
C -1.192 -1.118 2.759 0.00 -0.01 0.06 -0.190
C 0.212 -0.959 2.173 -0.01 0.03 0.00 -0.182
C 0.259 -1.004 0.634 -0.03 0.00 -0.02 -0.151
C 0.495 0.365 -0.013 -0.08 -0.08 0.08 -0.277
C 1.935 0.836 0.191 0.06 0.17 0.12 -0.102
N 2.008 2.294 -0.162 -0.12 -0.69 -0.71 0.091
C 1.154 2.538 -1.219 0.12 0.26 0.16 -0.370
N 0.522 3.674 -1.269 0.15 -0.03 -0.11 0.295
N 0.872 1.573 -2.162 -0.19 -0.13 0.22 0.111
C 0.060 0.460 -1.499 0.03 0.04 0.05 -0.251
C 0.239 -0.822 -2.310 0.01 -0.02 -0.01 -0.184
C 0.394 -0.684 -3.824 -0.01 0.02 0.05 -0.240
C -0.826 -0.208 -4.643 0.04 -0.05 -0.11 -0.517
S -2.400 0.078 -3.772 -0.03 0.02 -0.03 0.742
H -0.883 4.341 2.060 -0.01 0.03 0.02 0.069
H -2.643 4.186 2.318 0.03 0.00 -0.03 0.090
H -1.682 5.275 3.343 -0.04 -0.01 0.00 0.093
H -0.768 2.156 2.190 0.00 0.10 0.03 0.096
H -0.324 1.626 3.817 -0.05 -0.08 -0.03 0.107
H -3.225 1.731 2.941 0.01 -0.03 -0.05 0.117
H -2.539 0.789 4.251 -0.02 0.07 0.00 0.119
H -3.218 -0.576 2.275 0.00 0.01 0.03 0.113
H -2.050 0.247 1.285 -0.02 -0.04 0.00 0.099
H -1.096 -1.064 3.846 -0.04 -0.06 -0.07 0.089
H -1.545 -2.127 2.529 0.01 0.03 -0.08 0.115
H 0.657 -0.029 2.541 0.00 -0.03 -0.01 0.092
H 0.832 -1.762 2.576 0.01 0.05 0.03 0.118
H 1.037 -1.696 0.301 -0.01 0.01 -0.01 0.118
H -0.684 -1.409 0.257 0.01 -0.01 0.02 0.122
H -0.127 1.081 0.537 0.05 0.02 -0.01 0.115
H 2.663 0.240 -0.368 -0.08 0.00 -0.08 0.136
H 2.188 0.770 1.248 0.09 -0.04 -0.04 0.127
H 2.955 2.605 -0.366 -0.06 0.36 0.43 0.159
H -0.065 3.882 -2.064 0.03 0.02 -0.01 0.152
H 0.627 4.344 -0.519 -0.04 0.01 0.00 0.147
H 1.757 1.127 -2.406 0.00 0.04 -0.01 0.134
H -0.983 0.769 -1.540 0.04 0.01 -0.08 0.105
H -0.633 -1.444 -2.101 0.06 -0.03 0.05 0.112
H 1.108 -1.369 -1.932 0.04 0.04 -0.03 0.120
H 1.243 -0.037 -4.059 -0.03 -0.01 -0.01 0.100
H 0.682 -1.664 -4.205 0.00 0.01 0.00 0.098
H -1.048 -0.965 -5.393 0.00 0.02 0.01 0.045
H -0.591 0.698 -5.196 -0.03 0.01 0.03 0.071
H -2.292 1.408 -3.664 -0.01 0.00 0.04 -0.149
C 1.850 -4.381 -7.209 0.01 0.02 -0.01 -0.058
C 0.492 -3.786 -6.884 -0.03 -0.01 0.05 -0.496
C -0.549 -4.110 -7.940 0.00 0.02 -0.01 -0.057
O 0.593 -2.368 -6.687 0.01 0.00 0.00 -0.074
H 2.219 -3.984 -8.159 0.00 -0.01 0.00 0.084
H 2.574 -4.141 -6.431 0.00 0.00 0.00 0.078
H 1.787 -5.466 -7.304 0.00 0.00 0.00 0.084
H 0.154 -4.163 -5.916 0.00 -0.01 -0.02 0.137
H -0.243 -3.706 -8.909 0.00 -0.01 0.00 0.085
H -1.514 -3.678 -7.677 0.00 0.00 0.00 0.080
H -0.669 -5.188 -8.051 0.00 0.00 0.00 0.084
H 0.887 -1.978 -7.518 -0.01 0.00 0.00 0.094
C 1.611 -0.125 7.690 -0.02 -0.02 0.00 -0.057
C 0.910 0.522 6.510 0.04 0.05 -0.06 -0.497
C -0.129 1.543 6.932 -0.16 0.12 0.00 -0.048
O 0.322 -0.471 5.658 -0.01 0.03 0.02 -0.073
H 0.886 -0.648 8.320 0.01 0.01 0.01 0.085
H 2.355 -0.844 7.350 0.00 0.00 0.00 0.080
H 2.107 0.626 8.307 0.00 0.00 0.00 0.084
H 1.652 1.008 5.871 0.01 0.00 0.02 0.136
H -0.910 1.078 7.540 0.05 -0.05 0.01 0.088
H -0.607 1.994 6.062 0.00 0.00 0.00 0.059
H 0.311 2.347 7.523 0.07 -0.04 0.01 0.086
H -0.322 -0.959 6.185 0.02 -0.02 0.01 0.092
```
Positions in Å, forces in eV/Å.

Values from the calculation:
HOMO-LUMO gap (eV): 7.9
LUMO level (eV): -3.52
Electronic energy (hartree): -1577.56240
HOMO level (Eh): -0.42139
Charge: +1

***

Here is the molecule C2HN5O in a non-equilibrium geometry from the OMol25 dataset. Energies are from wB97M-V/def2-TZVPD.

```
9
Properties=species:S:1:pos:R:3:forces:R:3:lowdin_charge:R:1
C -1.307 -0.334 -0.163 0.38 -0.21 1.02 -0.392
C 1.067 0.667 0.433 -3.19 0.17 -0.64 -0.121
H 1.287 0.992 1.436 0.25 1.65 -0.30 0.118
N -1.008 1.075 -0.755 -1.50 -2.25 0.26 0.100
N 0.125 1.406 -0.489 2.92 1.48 1.40 0.032
N 1.357 -0.532 0.330 3.42 -1.93 2.24 -0.013
N 0.966 -1.418 -0.558 -4.38 2.74 -1.49 0.056
N -0.277 -1.195 -0.816 -0.65 -2.52 -0.17 0.097
O -2.211 -0.662 0.582 2.75 0.87 -2.34 0.122
```
Positions in Å, forces in eV/Å.

Values from the calculation:
SMILES string: O=c1nncnnn1
HOMO-LUMO gap (eV): 8.0
LUMO level (eV): -1.50
Electronic energy (hartree): -425.62029
HOMO level (Eh): -0.35086
Charge: 0